{
  "formula": "C23H38BN7O2PdS3",
  "method": "ωB97M-V/def2-TZVPD",
  "e_above_lowest_kj_mol": 118.5,
  "charge": 2,
  "orbital_gap_ev": [5.7, 5.7],
  "homo_energy_ev": [-14.2579, -14.2575],
  "spin_multiplicity": 1,
  "species": ["C", "H", "H", "S", "H", "H", "C", "H", "C", "H", "C", "H", "H", "H", "H", "H", "C", "H", "C", "H", "C", "N", "H", "Pd", "C", "N", "C", "H", "H", "O", "N", "H", "H", "C", "H", "C", "H", "C", "H", "N", "B", "S", "H", "H", "H", "C", "C", "C", "H", "O", "C", "H", "N", "C", "H", "H", "H", "H", "C", "H", "H", "H", "H", "H", "H", "C", "C", "S", "C", "H", "H", "N", "C", "C", "N"],
  "xyz": [[-2.19975, 0.38170, 3.60916], [0.88946, -2.18573, -3.85188], [1.79864, -3.58262, 1.98392], [-1.97496, 0.60409, -0.25885], [1.57090, 1.75316, -3.28969], [5.35018, -1.24314, -0.13864], [1.86884, -0.45353, 1.26455], [-0.96452, -1.38827, 4.05656], [2.10153, -2.57560, 1.75722], [-5.35241, 2.54471, 1.36777], [-1.39935, -0.68120, 3.37262], [4.29624, -2.48369, 1.85207], [-2.41566, -3.55304, 0.76400], [-1.77216, 3.53360, 2.19589], [-4.38262, 1.46857, 0.38298], [-3.30415, 4.17942, 1.61228], [-1.87336, 0.24117, 1.43768], [-0.77599, -0.22444, -3.60908], [-1.92389, -3.12506, -0.09206], [2.62366, 1.88933, -2.04936], [1.36769, 3.55428, -2.26480], [3.19499, -0.69988, 1.38029], [-0.48314, -2.86848, 2.16254], [0.08402, 1.11293, -1.17071], [-2.38943, -3.21743, -4.19640], [-2.50291, 0.95353, 2.39868], [-4.64688, 1.71512, 1.40778], [1.18396, 3.93225, -3.26544], [-2.24798, -4.27495, -3.97263], [0.14371, 4.06253, -0.24989], [-1.20326, -0.77321, 2.01656], [0.03106, -2.86455, -5.22840], [-4.48482, 1.76484, 4.12153], [0.12622, 3.59482, -1.35937], [-4.59567, 3.40045, 3.49585], [-3.92189, 2.55525, 3.62442], [4.86120, 0.01795, 3.35461], [3.33880, -2.03059, 1.68273], [-2.35707, -3.10835, -5.27900], [-0.80356, -2.35375, 0.02971], [-0.32842, -1.92106, 1.45070], [0.93772, -0.96190, -1.54111], [3.53678, 1.94774, 2.15925], [-3.10461, 2.88924, 4.26454], [5.77740, -1.13375, 2.36117], [4.09978, 1.66922, 1.26733], [-2.21628, -3.23606, -1.41155], [5.06046, -0.19280, -0.10846], [4.37155, -0.00081, -0.93368], [-0.83037, 2.81298, -1.85637], [-2.66245, 3.29856, 1.61073], [2.20152, 4.07636, -1.80510], [1.19158, -1.58798, 1.51128], [-1.27854, -2.35125, -3.61298], [-2.51898, -0.56816, -3.56372], [-2.36126, 3.10566, 0.58550], [-2.58988, 0.75180, 4.53696], [5.04970, 2.20130, 1.30267], [-0.42761, -1.98011, -1.20548], [6.20590, 0.55893, 2.35168], [5.95659, 0.40755, -0.26263], [-5.15372, 0.86502, 1.86667], [3.56228, 2.01225, 0.38803], [0.27694, -3.85216, -3.79030], [-1.59661, -0.79747, -5.05094], [5.36317, -0.12870, 2.39812], [0.06849, -2.84061, -4.13976], [1.11721, 1.05884, 0.87332], [4.42597, 0.18167, 1.22811], [-3.37875, -2.89749, -3.86849], [-2.99529, -3.79392, -1.89352], [-1.28961, -2.50338, -2.10540], [-1.55783, -0.89094, -3.96579], [-3.43835, 2.14393, 2.23864], [1.66986, 2.08529, -2.33461]],
  "atomic_forces_ev_per_a": [[-0.098, -0.025, 0.025], [-0.031, -0.042, -0.018], [0.005, -0.005, 0.002], [-0.040, -0.209, -0.102], [0.039, -0.024, 0.024], [-0.008, -0.003, 0.000], [0.070, 0.163, -0.099], [-0.005, -0.002, 0.007], [-0.092, -0.046, -0.023], [0.012, 0.000, 0.016], [0.085, -0.041, 0.001], [0.023, -0.011, 0.002], [0.004, -0.004, 0.001], [-0.008, -0.007, 0.009], [0.035, -0.029, -0.053], [0.008, 0.008, -0.015], [0.017, 0.144, -0.076], [0.047, 0.033, 0.031], [0.008, -0.049, 0.044], [-0.037, 0.000, 0.069], [0.122, -0.145, 0.127], [-0.007, -0.116, 0.054], [-0.024, -0.009, 0.022], [-0.450, -0.042, -0.337], [0.012, -0.011, -0.027], [0.079, -0.068, -0.015], [0.029, 0.020, 0.031], [-0.106, 0.116, 0.048], [-0.002, -0.007, 0.011], [-0.061, 0.397, -0.159], [-0.061, 0.017, 0.051], [0.003, 0.005, -0.002], [-0.005, -0.001, 0.000], [0.122, -0.081, -0.088], [0.003, -0.002, 0.000], [-0.001, 0.070, 0.010], [-0.004, -0.003, 0.002], [0.066, 0.100, 0.018], [-0.003, 0.003, 0.001], [0.046, 0.023, -0.056], [-0.028, -0.006, -0.009], [0.134, -0.133, 0.011], [-0.011, -0.005, -0.001], [-0.001, -0.007, 0.006], [-0.010, -0.026, 0.000], [0.038, 0.016, -0.015], [-0.063, 0.066, -0.053], [0.027, 0.025, 0.004], [-0.013, -0.004, -0.004], [0.191, -0.066, 0.552], [-0.027, 0.032, 0.020], [-0.037, 0.047, -0.001], [0.047, -0.044, 0.015], [0.059, -0.015, 0.038], [0.016, 0.005, 0.016], [-0.008, 0.007, -0.009], [0.012, -0.024, 0.004], [-0.001, 0.004, 0.008], [-0.074, 0.110, 0.022], [-0.001, 0.002, -0.004], [0.000, -0.002, 0.003], [0.009, -0.005, -0.004], [0.021, -0.003, 0.007], [-0.005, -0.008, 0.002], [-0.014, 0.000, 0.007], [0.006, 0.004, -0.033], [0.009, 0.024, -0.081], [-0.121, 0.040, 0.082], [-0.042, 0.010, 0.001], [0.001, -0.007, 0.005], [-0.017, 0.011, 0.001], [0.048, -0.053, 0.086], [-0.015, -0.053, -0.022], [0.068, 0.001, -0.045], [0.011, -0.060, -0.144]],
  "lowdin_charge": [0.01, 0.04, 0.14, 0.82, 0.11, 0.09, -0.63, 0.14, 0.01, 0.10, 0.00, 0.14, 0.15, 0.10, 0.05, 0.11, -0.61, 0.04, 0.00, 0.09, -0.09, 0.04, 0.13, 0.54, -0.04, 0.04, -0.03, 0.13, 0.10, 0.08, 0.04, 0.10, 0.10, -0.66, 0.10, -0.04, 0.11, 0.01, 0.11, 0.04, -0.53, 0.80, 0.09, 0.10, 0.08, -0.07, 0.02, -0.01, 0.08, -0.20, -0.03, 0.13, 0.04, -0.53, 0.10, 0.04, 0.13, 0.10, -0.62, 0.10, 0.11, 0.10, 0.04, 0.10, 0.11, -0.02, -0.03, 0.88, -0.52, 0.10, 0.13, 0.03, -0.02, -0.52, -0.02]
}